Here is 5 unconnected molecules or ions with the total composition C34H91IN14O6P5 from the Open Molecules 2025 dataset. Energies are from ωB97M-V/def2-TZVPD.

Its orbital gap is 0.1890 hartree. For the HOMO energy, the calculation gives -8.81 eV. As for the charge: +1. For the largest force on an atom, the calculation gives 7.88 eV/A.

Each line ends with the Löwdin charge.
Positions of all 151 atoms, in Å:
C -5.782 -3.815 4.272  -0.298
P -5.076 -3.516 2.512  0.909
C -6.127 -4.668 1.425  -0.289
C -5.452 -1.690 2.183  -0.398
C -6.664 -1.258 1.245  -0.238
C -6.509 -1.274 -0.356  -0.122
C -5.510 -2.371 -0.951  -0.236
O -6.296 -3.463 -1.529  -0.112
C -6.575 0.335 1.586  -0.031
C -4.956 0.407 1.477  -0.159
N -4.359 1.655 1.056  0.164
N -4.345 -0.752 1.790  -0.013
C -2.876 -0.996 1.739  -0.121
C -2.048 -0.028 2.706  -0.718
O -1.648 1.106 2.408  -0.044
I -1.519 -0.735 4.723  0.814
H -5.266 -3.175 5.055  0.043
H -6.872 -3.436 4.213  0.053
H -5.846 -4.919 4.530  0.054
H -7.005 -4.130 0.919  0.053
H -6.569 -5.478 2.103  0.057
H -5.470 -5.179 0.631  0.047
H -5.744 -1.285 3.227  0.129
H -7.685 -1.760 1.409  0.159
H -6.236 -0.266 -0.819  0.120
H -7.550 -1.530 -0.778  0.140
H -4.928 -1.922 -1.840  0.128
H -4.721 -2.759 -0.229  0.089
H -5.769 -4.274 -1.350  0.078
H -6.897 0.446 2.675  0.132
H -7.177 1.050 0.947  0.134
H -4.360 2.339 1.826  0.127
H -3.420 1.528 0.657  0.103
H -2.635 -2.070 2.045  0.075
H -2.550 -0.898 0.638  0.166
O -2.137 -3.003 -2.025  -0.331
P -1.224 -4.245 -2.109  0.757
N -0.397 -3.848 -0.675  -0.354
C 0.878 -3.220 -0.436  -0.120
C -1.078 -4.145 0.577  -0.138
N -0.448 -3.686 -3.549  -0.317
C 0.947 -3.327 -3.705  -0.135
C -1.233 -2.780 -4.399  -0.143
N -0.272 -5.721 -2.229  -0.298
C 0.886 -6.162 -1.478  -0.107
C -0.424 -6.472 -3.479  -0.132
H 1.564 -3.908 0.076  0.085
H 0.774 -2.331 0.197  0.059
H 1.394 -2.886 -1.326  0.059
H -1.086 -5.226 0.761  0.076
H -2.115 -3.797 0.547  0.036
H -0.610 -3.668 1.441  0.078
H 1.152 -2.317 -3.334  0.085
H 1.229 -3.341 -4.764  0.086
H 1.624 -4.036 -3.229  0.069
H -1.221 -1.758 -4.004  0.080
H -2.270 -3.110 -4.479  0.071
H -0.840 -2.749 -5.419  0.082
H 1.788 -5.609 -1.743  0.084
H 1.097 -7.222 -1.659  0.088
H 0.725 -6.104 -0.400  0.076
H 0.300 -6.145 -4.231  0.084
H -1.428 -6.340 -3.886  0.075
H -0.291 -7.548 -3.327  0.080
O -5.293 6.563 -2.621  -0.296
P -4.441 6.702 -1.346  0.758
N -5.572 5.860 -0.388  -0.358
C -6.590 6.317 0.528  -0.127
C -5.573 4.408 -0.507  -0.143
N -4.624 8.422 -1.307  -0.322
C -5.293 9.205 -0.289  -0.141
C -4.871 9.077 -2.599  -0.142
N -3.379 6.833 0.055  -0.306
C -3.614 6.526 1.449  -0.122
C -2.207 7.695 -0.119  -0.137
H -6.379 5.980 1.552  0.072
H -7.581 5.935 0.255  0.087
H -6.696 7.393 0.580  0.051
H -4.688 3.984 -0.016  0.039
H -5.559 4.103 -1.555  0.075
H -6.453 3.944 -0.055  0.072
H -6.380 9.202 -0.423  0.085
H -4.968 10.250 -0.336  0.085
H -5.047 8.883 0.723  0.064
H -5.921 8.979 -2.898  0.084
H -4.245 8.653 -3.385  0.072
H -4.633 10.144 -2.558  0.081
H -4.268 7.256 1.931  0.079
H -2.677 6.516 2.017  0.084
H -4.021 5.523 1.588  0.064
H -2.426 8.729 0.163  0.082
H -1.873 7.685 -1.159  0.077
H -1.357 7.355 0.481  0.077
O 4.744 0.153 1.405  -0.304
P 4.624 -0.318 2.866  0.776
N 2.934 -0.112 2.886  -0.349
C 2.090 0.938 3.402  -0.130
C 2.146 -1.152 2.242  -0.143
N 5.505 1.043 3.470  -0.317
C 5.006 2.090 4.337  -0.139
C 6.459 1.661 2.539  -0.138
N 4.551 -0.938 4.513  -0.301
C 3.460 -0.968 5.463  -0.116
C 5.846 -1.142 5.171  -0.134
H 1.445 0.565 4.209  0.035
H 1.434 1.348 2.624  0.083
H 2.625 1.786 3.808  0.053
H 2.146 -2.064 2.854  0.076
H 2.556 -1.400 1.261  0.065
H 1.105 -0.862 2.086  0.059
H 4.437 2.843 3.781  0.084
H 5.839 2.612 4.823  0.086
H 4.402 1.707 5.159  0.065
H 5.948 2.317 1.825  0.083
H 7.015 0.905 1.981  0.071
H 7.204 2.261 3.070  0.082
H 3.237 0.020 5.872  0.078
H 3.691 -1.619 6.314  0.086
H 2.553 -1.400 5.037  0.070
H 6.168 -0.243 5.704  0.082
H 6.612 -1.401 4.437  0.077
H 5.814 -1.967 5.888  0.078
O 5.795 -3.189 -2.629  -0.313
P 6.006 -1.663 -2.691  0.756
N 6.277 -1.673 -4.372  -0.361
C 7.490 -1.632 -5.153  -0.129
C 5.096 -1.775 -5.222  -0.133
N 7.451 -1.739 -1.741  -0.317
C 8.791 -1.392 -2.164  -0.142
C 7.562 -2.876 -0.819  -0.149
N 6.158 0.091 -2.692  -0.299
C 6.590 1.001 -3.731  -0.118
C 6.196 0.721 -1.369  -0.145
H 7.536 -0.719 -5.761  0.076
H 7.559 -2.485 -5.839  0.086
H 8.400 -1.653 -4.569  0.049
H 4.537 -0.831 -5.217  0.067
H 4.431 -2.568 -4.872  0.061
H 5.342 -2.005 -6.261  0.081
H 9.258 -2.198 -2.740  0.084
H 9.432 -1.208 -1.293  0.082
H 8.828 -0.464 -2.735  0.065
H 7.871 -3.786 -1.348  0.081
H 6.615 -3.072 -0.315  0.066
H 8.297 -2.683 -0.031  0.077
H 7.666 0.951 -3.907  0.078
H 6.358 2.040 -3.472  0.084
H 6.060 0.837 -4.671  0.074
H 7.221 0.802 -0.994  0.082
H 5.611 0.141 -0.653  0.036
H 5.760 1.725 -1.381  0.080